Entry 1:
{"formula": "C4H10O2", "method": "ωB97M-V with the def2-TZVPD basis set", "lumo_energy_ev": 0.705, "smiles": "C/C(O)=C/O.C", "energy_ha": -308.85249, "homo_lumo_gap_ev": 9.01, "symbols": ["H", "O", "H", "C", "C", "H", "H", "H", "H", "C", "O", "H", "C", "H", "H", "H"], "coordinates": [[1.6784, 1.1510, -1.6832], [0.0405, -1.1074, 1.5776], [0.7387, 1.4095, -0.2010], [-2.0928, -0.2845, 0.6227], [-0.7117, -0.8261, 0.4366], [-0.6352, -1.0514, -1.6832], [-2.7620, -1.0372, 1.0555], [-2.5089, 0.0418, -0.3354], [2.5213, 1.4139, -0.1390], [-0.1396, -1.1484, -0.7237], [1.1266, -1.6304, -0.8073], [-2.0928, 0.5866, 1.2929], [1.6484, 1.6919, -0.7347], [1.6525, 2.7688, -0.9177], [1.4447, -1.6620, 0.1107], [0.0918, -0.3162, 2.1292]]}

***

Entry 2:
{"formula": "C34H57N3NdO2SSi", "method": "ωB97M-V with the def2-TZVPD basis set", "multiplicity": 4, "lumo_energy_ev": [-3.133, -2.979], "total_charge": 1, "energy_ha": -2893.43964, "homo_lumo_gap_ev": [7.40, 7.57], "symbols": ["C", "C", "H", "H", "H", "H", "C", "H", "H", "H", "H", "H", "H", "H", "H", "H", "H", "H", "C", "C", "N", "C", "H", "C", "H", "C", "H", "C", "C", "H", "H", "H", "C", "O", "C", "H", "H", "H", "H", "C", "C", "C", "N", "H", "C", "H", "H", "H", "C", "H", "H", "H", "H", "H", "C", "H", "C", "C", "H", "C", "C", "C", "C", "H", "H", "C", "S", "H", "H", "H", "H", "H", "H", "H", "C", "C", "C", "N", "H", "H", "C", "Nd", "C", "H", "C", "Si", "H", "O", "H", "H", "H", "C", "C", "C", "H", "H", "H", "H", "H"], "coordinates": [[-4.6603, 1.5598, -2.9399], [3.7019, -0.8402, 0.1473], [-1.8101, 0.5265, 4.1652], [-3.8434, -1.8912, -2.2865], [-2.3973, 2.5892, 0.0704], [-3.2832, -0.4453, 4.1351], [3.2169, -0.1090, -0.9559], [-3.6302, -0.2913, -3.2131], [0.2298, -3.1902, 3.5572], [-0.4247, 1.1163, -3.2721], [4.5587, -0.7640, 3.2770], [-1.8658, -0.8032, 2.0085], [-6.7495, -1.1052, -1.9330], [2.4601, 5.0074, -4.1781], [-1.1200, -5.6672, -1.0933], [5.0496, 3.5911, -0.6191], [-0.4884, -4.2353, -3.9670], [0.8672, 3.1406, -4.6400], [1.5380, 1.9342, -2.9982], [3.3305, 1.7858, 3.5553], [1.3379, 3.3195, 1.6560], [3.3653, 3.9881, -2.4967], [1.0664, -2.5722, 2.1316], [-4.2635, 1.9670, 0.9711], [-4.4604, 1.1453, 0.2599], [1.5685, 3.0672, -3.7983], [-0.5723, -2.0289, 2.5033], [2.4760, 4.1036, -3.5649], [-0.3284, -3.2708, -3.4729], [4.7644, 1.8517, -0.4010], [-1.7388, -2.0104, -0.2695], [-5.8309, -1.4253, -3.4522], [-2.7870, 2.3032, 1.0564], [-1.8542, 1.1965, 1.5045], [-1.1241, -1.9350, -1.1933], [3.7648, 3.0435, 0.4653], [2.3280, 1.6780, 6.0685], [4.4230, -1.3293, -2.2412], [-1.2301, -2.6773, -3.7036], [1.9328, 0.8829, 5.4443], [-4.6579, -1.5475, -1.6227], [-3.7608, 0.4581, -2.4151], [2.2413, 0.8180, -0.8918], [-3.3574, 1.2810, 3.7571], [4.2716, 2.8264, -0.4843], [-2.6200, 3.1421, 1.7419], [-3.4701, -0.1662, 1.6483], [-1.2114, -4.5798, 0.3234], [2.3365, 0.8096, 4.1064], [-1.7226, -2.0629, -2.0925], [-4.1819, 2.0438, -3.8105], [4.2691, 1.3120, 3.2260], [-0.5825, -0.9773, -1.2199], [-4.8836, 2.3042, -2.1652], [2.3572, 1.8814, -1.8471], [2.3231, -2.7519, -1.6163], [3.3266, 2.8912, -1.6468], [0.6307, 0.8052, -3.3881], [-2.7499, 0.8405, -2.1828], [1.8046, -0.1965, 3.2856], [0.4023, -2.2812, 2.9596], [3.2919, -0.8006, 1.4946], [-1.2886, -4.6325, -0.7728], [3.6269, -2.2925, 3.0672], [0.7743, -0.1245, -2.8155], [4.1801, -1.4930, 2.5355], [-0.0969, 3.8722, -0.6791], [2.9450, 2.3761, 2.7073], [4.7331, 0.4152, -2.4068], [0.6355, 0.0882, 6.9606], [1.7323, -2.9771, 0.0260], [2.1581, -4.3830, -0.9538], [-5.6159, 1.1104, -3.2457], [-6.1979, -2.7919, -2.3476], [0.4823, -1.0373, 5.1354], [3.9457, -0.3416, -2.2617], [0.7660, 3.7005, 0.6597], [2.1488, -0.2171, 1.8878], [-4.7694, 2.8661, 0.5870], [-4.6267, -2.1548, -0.7109], [-2.7581, 0.3757, 3.6401], [0.4984, 1.2230, 0.8906], [-5.9588, -1.7165, -2.3924], [-4.7119, 1.7488, 1.9532], [1.0016, -0.0231, 5.9442], [-0.0732, -3.4593, -1.6016], [4.1137, 4.7655, -2.3063], [-4.4059, -0.1664, -1.2609], [0.4895, -2.7217, -3.9581], [4.5468, -1.5059, -0.0551], [-2.3323, -4.3559, -1.0161], [0.9292, -1.1680, 3.8130], [-2.5300, 0.0576, 2.1780], [1.6844, -3.3899, -0.9906], [3.2489, -0.2950, -3.1058], [0.7920, 0.5706, -4.4627], [-0.2517, -1.7375, 5.5277], [3.5582, 2.5087, 4.3466], [5.0521, -1.9503, 2.0365]]}

***

Entry 3:
{"formula": "C9H14S", "method": "ωB97M-V with the def2-TZVPD basis set", "lumo_energy_ev": 0.919, "smiles": "Cc1ccccc1.CSC", "energy_ha": -749.49168, "homo_lumo_gap_ev": 9.47, "symbols": ["C", "C", "H", "C", "C", "S", "C", "C", "H", "H", "H", "H", "H", "H", "C", "H", "H", "H", "C", "C", "H", "H", "H", "H"], "coordinates": [[-2.0244, -1.4203, 0.0257], [-2.1640, 1.2554, 0.7518], [-2.7885, -3.0328, -1.1644], [3.0953, 1.0293, 1.0462], [3.6931, 1.3993, -1.5688], [2.8783, 2.2679, -0.2324], [-0.9499, 0.5606, 0.8623], [-0.8872, -0.7727, 0.5141], [-1.5610, -3.5471, 0.1273], [4.1292, 0.9075, 1.3760], [3.1891, 1.5505, -2.5246], [3.7757, 0.3342, -1.3817], [4.7135, 1.7284, -1.7432], [-4.2419, 1.1256, 0.2400], [-3.2189, -0.7325, -0.0554], [-1.2078, -2.7505, -1.4235], [2.6319, 0.0958, 0.7562], [0.0203, -1.3541, 0.6570], [-1.9013, -2.8011, -0.5761], [-3.3200, 0.5906, 0.4030], [-4.1615, -1.2108, -0.2863], [-2.1721, 2.2457, 1.1931], [-0.0968, 1.2003, 1.0472], [2.5691, 1.3309, 1.9563]]}

***

Entry 4:
{"formula": "C3H6Br2O2", "method": "ωB97M-V with the def2-TZVPD basis set", "lumo_energy_ev": 0.368, "smiles": "CC(O)(O)C(Br)Br", "energy_ha": -5416.39224, "homo_lumo_gap_ev": 10.75, "symbols": ["Br", "O", "H", "Br", "C", "H", "H", "H", "H", "O", "C", "H", "C"], "coordinates": [[2.5804, 1.4285, -0.3038], [0.1276, -0.5261, -1.4649], [-1.3036, 1.7408, -0.7811], [1.8541, -1.5679, 1.0574], [-1.3430, -0.7130, 0.3104], [-1.4163, -0.4313, 1.3568], [-1.0408, -1.7439, 0.1861], [0.9238, -0.2713, -1.8777], [1.1244, 0.6965, 1.6677], [-0.4504, 1.4948, -0.3558], [1.3008, 0.2851, 0.6742], [-2.2820, -0.5302, -0.2080], [-0.0749, 0.1379, -0.2615]]}

***

Entry 5:
{"formula": "C6H10O", "method": "ωB97M-V with the def2-TZVPD basis set", "lumo_energy_ev": 1.096, "smiles": "C1=CCOCCC1", "energy_ha": -309.80581, "homo_lumo_gap_ev": 10.23, "symbols": ["C", "H", "H", "H", "C", "H", "H", "H", "C", "H", "H", "C", "C", "O", "H", "C", "H"], "coordinates": [[-0.0243, -1.0801, -0.9138], [-0.8369, 1.0618, 2.2934], [1.1114, 0.3017, -2.2022], [-0.1309, -2.6926, 0.5820], [0.0117, -1.6177, 0.4875], [0.7258, 1.2000, 1.4882], [0.4100, 2.3301, -0.7212], [0.1449, -1.8346, -1.6861], [-0.1558, 1.3936, -0.8455], [1.6708, 0.2644, -0.5416], [-0.8657, 1.5326, -1.6701], [0.7658, 0.2174, -1.1629], [-0.2553, 0.7005, 1.4408], [-0.9615, 1.1427, 0.2904], [-1.0897, -0.8432, -0.8819], [-0.1473, -0.8147, 1.5389], [-0.3729, -1.2619, 2.5040]]}

***

Entry 6:
{"formula": "C2H5N2O", "method": "ωB97M-V with the def2-TZVPD basis set", "lumo_energy_ev": -6.516, "total_charge": 1, "energy_ha": -263.49302, "homo_lumo_gap_ev": 8.44, "symbols": ["H", "O", "C", "H", "C", "H", "H", "N", "N", "H"], "coordinates": [[-0.0466, 2.5471, -0.0522], [-2.4846, -0.2986, 0.1126], [-0.2862, 0.5579, 0.1257], [0.9750, -1.2220, -0.8762], [0.5561, -1.2871, 0.0709], [1.1682, -1.3757, 0.9032], [-0.2930, -1.9862, -0.0376], [0.4715, 1.6313, 0.0770], [-1.4292, 0.0925, -0.1038], [1.3689, 1.3407, -0.2196]]}